Molecular formula: C39H46Cl17IN2O4
Method: DFT, ωB97M-V with the def2-TZVPD basis set

Structure (XYZ):
```
109
Properties=species:S:1:pos:R:3:mulliken_charge:R:1
C 4.860 -2.751 2.608 -0.453
C 5.633 -1.391 2.344 -0.333
C 5.098 -0.601 1.087 -0.783
C 3.568 -0.180 1.219 0.264
N 3.414 0.470 2.541 0.043
C 2.051 0.722 2.901 -0.223
C 1.713 0.733 4.227 -0.433
I 3.197 0.313 5.753 0.044
C 0.250 1.050 4.693 -0.306
O 0.029 1.649 5.713 -0.532
C -0.864 0.508 3.729 0.735
C -2.158 0.084 4.246 0.727
Cl -2.550 0.168 5.990 -0.198
C -3.154 -0.411 3.262 0.373
C -4.567 -0.826 3.805 -1.694
O -4.620 -2.269 3.865 -0.064
N -5.160 -2.665 5.085 0.046
O -5.710 -3.692 4.906 -0.334
C -2.797 -0.496 1.836 0.220
C -3.925 -1.037 0.877 -1.411
C -4.594 0.253 0.258 0.981
C -5.013 1.404 1.083 -0.635
C -5.593 2.616 0.481 -0.908
C -5.786 2.694 -0.974 -0.635
C -5.370 1.567 -1.798 0.590
C -5.555 1.716 -3.354 -1.109
C -4.790 0.362 -1.191 -0.222
C -1.470 -0.064 1.321 0.586
C -1.211 -0.183 -0.212 -0.180
C 0.094 -0.965 -0.633 -0.851
C 0.283 -2.361 0.039 1.151
C 1.647 -2.937 -0.031 0.219
C 2.020 -4.215 0.549 -0.526
C 0.986 -4.984 1.246 -1.318
C -0.369 -4.451 1.290 -0.719
C -0.751 -3.151 0.697 -0.425
C -0.510 0.462 2.285 0.609
C 0.893 0.994 1.867 -0.151
O 1.117 1.611 0.852 -0.626
H 5.569 -3.522 3.027 0.391
H 4.050 -2.599 3.365 0.195
H 4.470 -3.152 1.639 -0.376
H 6.695 -1.677 2.105 0.520
H 5.640 -0.724 3.228 0.090
H 5.193 -1.277 0.191 0.237
H 5.694 0.346 0.938 0.225
H 2.996 -1.146 1.273 -0.322
H 3.290 0.462 0.344 0.244
H 3.992 1.312 2.629 0.358
H -5.377 -0.446 3.116 0.383
H -4.792 -0.369 4.806 0.690
H -3.507 -1.684 0.059 0.451
H -4.682 -1.658 1.416 0.748
H -4.881 1.418 2.189 0.074
H -5.879 3.446 1.170 0.370
H -6.209 3.629 -1.404 0.348
H -4.627 2.087 -3.863 0.250
H -6.390 2.431 -3.565 0.386
H -5.805 0.681 -3.728 0.145
H -4.453 -0.499 -1.822 0.220
H -2.060 -0.624 -0.790 -0.110
H -1.101 0.876 -0.596 0.341
H 1.048 -0.398 -0.506 0.060
H -0.004 -1.160 -1.745 0.596
H 2.451 -2.339 -0.535 -0.028
H 3.093 -4.528 0.452 0.518
H 1.293 -5.949 1.715 0.351
H -1.126 -5.072 1.832 0.364
H -1.797 -2.782 0.749 0.529
C -6.404 -2.661 -3.549 -0.391
Cl -6.971 -1.936 -2.043 -0.083
Cl -4.664 -2.409 -3.761 -0.156
H -6.606 -3.729 -3.525 0.344
H -6.930 -2.205 -4.384 0.322
C 4.462 -5.243 -2.143 -0.139
Cl 3.289 -6.486 -1.707 -0.138
Cl 5.329 -4.659 -0.719 -0.099
H 5.176 -5.666 -2.845 0.376
H 3.941 -4.407 -2.602 0.072
C 8.350 0.397 4.261 -0.287
Cl 8.332 0.858 2.553 -0.143
Cl 7.477 -1.115 4.533 -0.095
H 9.381 0.271 4.580 0.322
H 7.878 1.185 4.843 0.259
C -2.534 -5.349 -3.701 -0.230
Cl -3.694 -6.603 -3.243 -0.175
Cl -1.708 -4.690 -2.284 -0.028
H -1.795 -5.780 -4.371 0.323
H -3.067 -4.546 -4.205 0.106
C 4.974 0.098 -3.090 -0.476
Cl 3.814 -1.164 -2.649 -0.049
Cl 5.820 0.719 -1.670 -0.070
H 5.702 -0.320 -3.780 0.338
H 4.439 0.915 -3.567 0.314
C -1.984 4.858 0.146 -0.527
Cl -1.994 5.277 -1.574 -0.152
Cl -2.874 3.361 0.445 0.101
H -0.954 4.729 0.471 0.239
H -2.449 5.664 0.707 0.356
C -0.832 7.385 -4.531 -0.058
Cl 0.652 7.319 -5.493 -0.178
Cl -2.149 6.513 -5.322 -0.150
H -0.642 6.933 -3.561 0.104
H -1.123 8.424 -4.405 0.273
C 3.308 9.823 -5.906 0.177
Cl 2.759 11.408 -6.461 -0.156
Cl 4.798 9.336 -6.724 -0.158
H 3.493 9.869 -4.836 0.272
H 2.535 9.090 -6.116 -0.125
```

As for the net charge: 0. The frontier orbital gap comes out at 7.6899 eV. The structure (SMILES) is CCCCNC1=C(I)C(=O)c2c(Cl)c(CON=O)c(Cc3cccc(C)c3)c(CCc3ccccc3)c2C1=O.ClCCl.ClCCl.ClCCl.ClCCl.ClCCl.ClCCl.ClCCl.ClCCl.

Molecular formula: C5H11O2
Method: DFT, ωB97M-V with the def2-TZVPD basis set

Structure (XYZ):
```
18
Properties=species:S:1:pos:R:3:nbo_charge:R:1
C -1.572 -0.727 0.955 -0.518
C -0.650 -1.947 1.035 -0.605
C -1.123 0.403 1.900 0.755
O 0.049 0.840 1.726 -0.810
O -1.956 0.798 2.753 -0.784
H -1.529 -0.257 -0.028 0.195
H -2.556 -1.115 1.214 0.193
H 0.362 -1.675 1.333 0.221
H -0.576 -2.479 0.081 0.176
H -0.969 -2.676 1.784 0.184
C 0.793 0.570 -1.657 -0.638
C 1.885 1.597 -1.635 -0.610
H 0.207 0.743 -0.743 0.261
H 0.035 0.771 -2.425 0.181
H 1.017 -0.489 -1.607 0.203
H 1.467 2.593 -1.751 0.199
H 2.354 1.552 -0.650 0.217
H 2.762 1.497 -2.284 0.179
```

As for the net charge: -1. The frontier orbital gap comes out at 7.7571 eV. Its energy above the lowest of the compared OMol25 structures with the same formula, charge and spin is 39.6 kJ/mol.

Molecular formula: C50H28N11Ta
Method: DFT, ωB97M-V with the def2-TZVPD basis set

Structure (XYZ):
```
90
Properties=species:S:1:pos:R:3:mulliken_charge:R:1
Ta -0.056 0.122 -0.220 1.359
C -1.146 6.566 0.683 -0.739
C -2.330 6.299 -0.031 -0.683
C -2.550 5.083 -0.642 -0.521
C -1.553 4.117 -0.503 0.646
C -1.435 2.776 -1.009 -0.498
N -2.319 2.237 -1.805 -0.362
C -2.183 1.047 -2.342 -0.083
C -2.978 0.582 -3.446 0.466
C -4.038 1.163 -4.143 -0.337
C -4.555 0.446 -5.202 -0.721
C -4.031 -0.807 -5.572 -0.723
C -2.975 -1.378 -4.894 -0.438
C -2.458 -0.660 -3.815 0.533
C -1.375 -0.939 -2.912 -0.314
N -0.662 -2.043 -2.957 -0.373
C 0.398 -2.232 -2.223 -0.017
N 0.987 -1.302 -1.366 0.123
C 2.138 -1.890 -0.882 -0.156
N 3.069 -1.309 -0.154 -0.412
C 3.014 -0.052 0.193 0.228
N 1.950 0.826 0.024 -0.148
C 2.361 2.044 0.526 -0.019
N 1.641 3.127 0.634 -0.466
C 0.429 3.197 0.123 -0.071
N -0.229 2.207 -0.579 -0.209
C -0.382 4.383 0.205 0.613
C -0.150 5.621 0.805 -0.431
C 3.723 1.952 1.010 0.238
C 4.566 2.897 1.581 -0.172
C 5.829 2.464 1.944 -0.786
C 6.239 1.138 1.741 -0.689
C 5.400 0.200 1.166 -0.467
C 4.128 0.635 0.810 0.498
C 2.250 -3.242 -1.367 0.518
C 3.216 -4.224 -1.158 -0.477
C 3.041 -5.422 -1.820 -0.722
C 1.949 -5.634 -2.681 -0.724
C 0.999 -4.656 -2.901 -0.438
C 1.165 -3.453 -2.220 0.412
N -1.236 0.096 -2.001 0.119
H -1.020 7.541 1.134 0.450
H -3.076 7.078 -0.108 0.452
H -3.449 4.884 -1.208 0.577
H -4.431 2.131 -3.867 0.602
H -5.379 0.853 -5.771 0.448
H -4.468 -1.325 -6.416 0.440
H -2.559 -2.332 -5.183 0.594
H 0.771 5.819 1.335 0.595
H 4.251 3.920 1.726 0.610
H 6.525 3.161 2.390 0.435
H 7.239 0.851 2.038 0.446
H 5.713 -0.820 0.996 0.604
H 4.061 -4.048 -0.508 0.582
H 3.759 -6.219 -1.687 0.453
H 1.863 -6.586 -3.187 0.454
H 0.168 -4.810 -3.575 0.598
C -2.900 2.473 2.500 -1.172
C -2.572 1.593 1.453 -0.157
N -1.455 0.894 1.434 -0.188
C -0.603 0.999 2.508 0.405
C -0.807 1.921 3.548 1.099
C -2.008 2.671 3.517 -0.948
C 0.170 1.999 4.566 -0.826
C 1.269 1.181 4.537 -1.223
C 1.447 0.219 3.522 -0.550
C 0.507 0.109 2.528 -0.480
N 0.480 -0.822 1.470 1.378
C 0.254 -2.193 1.660 -0.470
C 0.920 -3.057 2.487 -0.437
C 0.512 -4.408 2.547 -1.166
C -0.549 -4.871 1.823 -0.872
C -1.270 -3.992 0.980 1.052
C -2.436 -4.340 0.262 -0.982
C -3.092 -3.381 -0.456 -1.399
C -2.553 -2.087 -0.533 -0.049
N -1.435 -1.733 0.076 0.300
C -0.831 -2.664 0.880 0.413
H -3.838 3.007 2.458 0.505
H -3.233 1.492 0.601 0.660
H -2.216 3.380 4.307 0.522
H 0.034 2.705 5.374 0.514
H 2.010 1.255 5.322 0.471
H 2.309 -0.434 3.535 0.540
H 1.748 -2.720 3.095 0.453
H 1.052 -5.085 3.196 0.462
H -0.858 -5.905 1.898 0.498
H -2.812 -5.354 0.309 0.539
H -4.007 -3.596 -0.988 0.513
H -3.058 -1.333 -1.123 0.696
```

As for the net charge: +2. The frontier orbital gap (spin up / spin down) comes out at 4.5512 / 4.5410 eV. Its energy above the lowest of the compared OMol25 structures with the same formula, charge and spin is 0.0 kJ/mol.

Molecular formula: C11H15N
Method: DFT, ωB97M-V with the def2-TZVPD basis set

Structure (XYZ):
```
27
Properties=species:S:1:pos:R:3:nbo_charge:R:1
C 2.280 3.037 -0.084 -0.689
C 2.674 1.645 0.041 0.013
C 2.802 0.450 0.185 -0.034
C 2.736 -1.000 0.384 -0.152
C 2.042 -1.876 -0.629 -0.241
C -0.500 0.071 0.689 -0.429
C -1.830 -0.014 0.270 0.049
C -2.678 1.048 -0.356 -0.491
C -4.099 0.545 -0.402 -0.186
C -4.125 -0.715 -0.008 -0.182
C -2.724 -1.187 0.326 -0.496
H 3.026 3.672 -0.583 0.238
H 2.124 3.460 0.918 0.235
H 1.319 3.129 -0.591 0.233
H 2.647 -1.269 1.430 0.212
H 1.783 -1.443 -1.590 0.210
H 1.349 -2.653 -0.264 0.195
H 3.754 -2.760 0.159 0.354
H 0.075 1.012 0.574 0.213
H -0.067 -0.826 1.139 0.198
H -2.304 1.251 -1.365 0.224
H -2.616 1.998 0.197 0.222
H -4.935 1.174 -0.697 0.215
H -4.994 -1.373 0.112 0.213
H -2.360 -1.958 -0.361 0.224
H -2.709 -1.694 1.301 0.222
N 3.489 -1.963 -0.411 -0.572
```

As for the net charge: 0. The frontier orbital gap comes out at 9.4707 eV. The structure (SMILES) is CC#C[C@H]1CN1.C=C1CC=CC1. Its energy above the lowest of the compared OMol25 structures with the same formula, charge and spin is 477.2 kJ/mol.

Molecular formula: C2H4N4
Method: DFT, ωB97M-V with the def2-TZVPD basis set

Structure (XYZ):
```
10
Properties=species:S:1:pos:R:3:nbo_charge:R:1
N 0.413 -0.488 1.560 -0.778
C -0.210 0.073 0.542 0.395
C -1.304 0.289 -0.152 -0.257
N -1.080 -0.209 -1.465 -0.272
N 0.114 -0.143 -1.896 0.009
N 1.061 -0.030 -1.028 -0.534
H 1.393 -0.651 1.396 0.415
H -0.045 -1.063 2.257 0.406
H -2.226 0.856 -0.015 0.246
H 1.859 0.405 -1.539 0.371
```

As for the net charge: 0. The frontier orbital gap comes out at 9.0988 eV. Its energy above the lowest of the compared OMol25 structures with the same formula, charge and spin is 464.4 kJ/mol.

Molecular formula: CH3IS2
Method: DFT, ωB97M-V with the def2-TZVPD basis set

Structure (XYZ):
```
7
Properties=species:S:1:pos:R:3:nbo_charge:R:1
C -0.726 -0.167 -0.685 -0.812
S 0.871 0.598 -0.964 0.297
S 2.109 -0.482 0.074 -0.186
I 0.730 1.029 3.340 -0.042
H -1.504 0.700 -0.543 0.247
H -0.527 -0.776 0.272 0.256
H -0.952 -0.902 -1.494 0.241
```

As for the net charge: 0. The frontier orbital gap (spin up / spin down) comes out at 7.5454 / 5.6717 eV. Its energy above the lowest of the compared OMol25 structures with the same formula, charge and spin is 117.2 kJ/mol.

Molecular formula: C13H25Cl2NO4PS
Method: DFT, ωB97M-V with the def2-TZVPD basis set

Structure (XYZ):
```
47
Properties=species:S:1:pos:R:3:nbo_charge:R:1
C 1.393 -2.525 1.691 -0.609
C 1.404 -1.596 0.463 0.141
C 1.231 -2.512 -0.744 -0.622
C 0.203 -0.659 0.631 -0.455
C 0.101 0.500 -0.381 -0.355
C -0.689 0.182 -1.675 -0.401
C -1.917 -0.743 -1.576 -0.398
C -2.983 -0.398 -0.542 -0.428
C -3.853 0.764 -0.969 -0.655
S -5.178 1.113 0.182 2.130
O -5.485 2.492 0.141 -0.900
O -6.246 0.213 -0.052 -0.903
Cl -4.413 0.720 2.049 -0.248
P -0.772 2.015 0.331 1.095
O -0.757 1.680 1.932 -0.996
Cl 0.524 3.637 0.157 -0.324
C 1.568 0.829 -0.821 -0.421
C 2.625 0.593 0.261 0.109
C 3.964 1.073 -0.327 -0.598
C 2.448 1.364 1.556 -0.641
N 2.725 -0.883 0.488 0.007
O 3.542 -1.453 -0.331 -0.376
H 1.411 -1.908 2.582 0.208
H 0.532 -3.180 1.684 0.207
H 2.314 -3.092 1.674 0.224
H 1.865 -3.378 -0.654 0.231
H 0.213 -2.885 -0.697 0.198
H 1.373 -2.016 -1.696 0.212
H -0.653 -1.319 0.625 0.226
H 0.249 -0.271 1.639 0.239
H -1.040 1.130 -2.087 0.207
H -0.039 -0.227 -2.438 0.221
H -2.393 -0.763 -2.552 0.212
H -1.562 -1.750 -1.396 0.213
H -2.532 -0.167 0.416 0.219
H -3.593 -1.277 -0.368 0.232
H -4.351 0.574 -1.914 0.258
H -3.296 1.687 -1.054 0.263
H -1.540 2.104 2.325 0.514
H 1.641 1.803 -1.286 0.237
H 1.809 0.116 -1.601 0.215
H 4.019 2.136 -0.117 0.203
H 4.004 0.971 -1.403 0.214
H 4.808 0.620 0.172 0.231
H 1.515 1.182 2.072 0.217
H 2.548 2.421 1.393 0.227
H 3.265 1.081 2.214 0.220
```

The spin multiplicity is 2. As for the net charge: 0. The frontier orbital gap (spin up / spin down) comes out at 8.6835 / 9.2608 eV.

Molecular formula: H12O6
Method: DFT, ωB97M-V with the def2-TZVPD basis set

Structure (XYZ):
```
18
Properties=species:S:1:pos:R:3:nbo_charge:R:1
O 1.828 -2.863 0.631 -0.979
H 0.888 -2.799 0.803 0.462
H 2.214 -2.153 1.144 0.490
O 0.304 -1.336 -1.914 -1.092
H -0.475 -1.430 -2.462 0.406
H 1.035 -1.360 -2.530 0.462
O -0.106 0.467 0.262 -1.046
H -0.659 1.049 -0.260 0.500
H 0.006 -0.311 -0.284 0.504
O -1.551 1.656 2.120 -0.982
H -1.252 1.232 1.316 0.489
H -2.386 2.059 1.883 0.457
O 2.274 -0.368 1.490 -0.979
H 1.465 0.140 1.424 0.514
H 2.813 -0.054 0.764 0.468
O -1.911 1.938 -1.152 -1.391
H -2.042 2.794 -1.560 0.406
H -2.444 1.338 -1.675 0.310
```

The spin multiplicity is 2. As for the net charge: -1. The frontier orbital gap (spin up / spin down) comes out at 3.1455 / 11.0855 eV. Its energy above the lowest of the compared OMol25 structures with the same formula, charge and spin is 45.4 kJ/mol.

Molecular formula: C4H9NO
Method: DFT, ωB97M-V with the def2-TZVPD basis set

Structure (XYZ):
```
15
Properties=species:S:1:pos:R:3:nbo_charge:R:1
C -1.222 -0.136 1.298 -0.765
C 0.149 -0.555 -0.492 0.043
C -0.730 -0.250 -1.673 -0.683
N 1.168 0.355 -0.337 -0.634
C 2.100 0.280 0.681 0.538
O 2.142 -0.601 1.501 -0.551
H -2.179 -0.669 1.358 0.207
H -1.375 0.893 0.971 0.196
H -0.721 -0.167 2.276 0.221
H -0.330 -1.013 0.512 0.285
H -0.263 -0.524 -2.635 0.239
H -0.989 0.817 -1.755 0.186
H -1.649 -0.829 -1.595 0.234
H 1.108 1.258 -0.797 0.373
H 2.790 1.142 0.686 0.111
```

As for the net charge: 0. The frontier orbital gap (spin up / spin down) comes out at 8.2094 / 8.2099 eV. Its energy above the lowest of the compared OMol25 structures with the same formula, charge and spin is 413.2 kJ/mol.

Molecular formula: C3H6NO2
Method: DFT, ωB97M-V with the def2-TZVPD basis set

Structure (XYZ):
```
12
Properties=species:S:1:pos:R:3:nbo_charge:R:1
C -0.499 -0.399 1.790 0.502
N 0.175 0.384 0.941 -0.638
C 0.632 -0.284 -0.311 -0.274
C -0.211 0.325 -1.609 0.031
O 0.547 0.271 -2.648 -0.922
O -1.390 0.043 2.529 -0.673
H -0.108 -1.379 2.009 0.111
H 0.273 1.445 0.999 0.407
H 0.545 -1.436 -0.282 0.185
H 1.750 0.107 -0.333 0.164
H -0.559 1.295 -1.362 0.074
H -1.156 -0.372 -1.723 0.034
```

As for the net charge: -1. The frontier orbital gap comes out at 6.5390 eV. The structure (SMILES) is O=CNCC[O-]. Its energy above the lowest of the compared OMol25 structures with the same formula, charge and spin is 300.9 kJ/mol.

Molecular formula: C5H14N2
Method: DFT, ωB97M-V with the def2-TZVPD basis set

Structure (XYZ):
```
21
Properties=species:S:1:pos:R:3:nbo_charge:R:1
C -0.626 -1.067 0.864 -0.852
C -0.104 0.231 0.280 -0.266
C -1.185 1.320 0.290 -0.457
C -1.979 1.469 1.589 -0.671
N 0.277 0.063 -1.121 -0.655
C 1.231 -0.941 -1.504 -0.158
N 2.403 -1.099 -0.638 -0.965
H -1.676 -1.247 0.615 0.185
H -0.546 -1.065 1.945 0.198
H -0.070 -1.924 0.494 0.202
H 0.718 0.622 0.892 0.145
H -0.778 2.313 0.063 0.182
H -1.880 1.035 -0.504 0.190
H -2.431 0.536 1.914 0.196
H -2.809 2.171 1.419 0.189
H -1.385 1.817 2.438 0.196
H 0.525 0.958 -1.529 0.351
H 1.570 -0.714 -2.521 0.157
H 0.737 -1.905 -1.619 0.149
H 2.489 -2.048 -0.292 0.331
H 2.348 -0.457 0.141 0.352
```

The spin multiplicity is 2. As for the net charge: -1. The frontier orbital gap (spin up / spin down) comes out at 2.7258 / 9.1114 eV. Its energy above the lowest of the compared OMol25 structures with the same formula, charge and spin is 38.6 kJ/mol.

Molecular formula: C4H4N2O
Method: DFT, ωB97M-V with the def2-TZVPD basis set

Structure (XYZ):
```
11
Properties=species:S:1:pos:R:3:nbo_charge:R:1
C 1.031 0.036 -0.077 0.630
C -0.856 1.197 0.006 0.189
C -1.848 0.019 -0.025 -0.407
C -1.163 -1.024 0.112 0.209
H 2.726 0.517 -0.311 0.346
H -1.488 2.151 0.427 0.183
H -2.872 -0.106 -0.260 0.255
H -1.477 -2.150 0.247 0.212
N 2.207 -0.260 0.161 -0.647
N 0.392 1.240 -0.045 -0.486
O 0.241 -1.080 -0.127 -0.484
```

As for the net charge: 0. The frontier orbital gap comes out at 9.7184 eV. The structure (SMILES) is [H]/N=c1\nccco1. Its energy above the lowest of the compared OMol25 structures with the same formula, charge and spin is 315.6 kJ/mol.